1.
{
  "formula": "C3H2N2O2",
  "method": "wB97M-V/def2-TZVPD",
  "homo_energy_ev": -11.49,
  "gap_ev": 11.318,
  "charge": 0,
  "symbols": ["N", "O", "H", "C", "C", "C", "O", "N", "H"],
  "xyz": [[-0.996303, 2.279248, 0.403604], [1.443950, 1.012757, -0.862539], [2.514162, -0.364440, 0.184828], [1.563849, 0.050523, -0.170581], [-0.948956, 1.133039, 0.272271], [-0.776893, -0.302254, 0.118563], [0.528072, -0.735321, 0.291433], [-1.774525, -1.040770, -0.073076], [-1.553353, -2.032782, -0.164500]],
  "forces_ev_per_angstrom": [[-0.1906, -1.0678, -0.0144], [0.0531, -0.6384, 0.2745], [-0.1580, -0.0645, 0.0548], [0.0476, 0.3940, -0.3478], [-0.0076, 1.1331, 0.1302], [-0.3556, -0.0812, -0.1131], [-0.0606, -0.0522, -0.1059], [0.4638, 0.2392, 0.0646], [0.2079, 0.1379, 0.0570]]
}

---

2.
{
  "formula": "C4H11N3",
  "method": "wB97M-V/def2-TZVPD",
  "homo_energy_ev": -7.34,
  "gap_ev": 8.209,
  "charge": 0,
  "symbols": ["C", "H", "C", "H", "H", "N", "H", "H", "C", "N", "H", "H", "H", "H", "H", "N", "H", "C"],
  "xyz": [[-0.630015, -0.154485, 0.615835], [-0.763778, -1.712351, 2.064709], [0.901374, 0.380791, -0.537207], [0.605837, 1.532908, -2.315563], [2.785334, 0.214645, -0.905363], [1.999159, -0.275830, -0.447740], [-1.601832, -2.110571, -0.324553], [-0.488328, -1.022816, -1.279830], [0.783128, 1.703457, -1.248274], [-1.370663, -1.200830, -0.726945], [0.817326, -1.638363, 1.199543], [-2.149525, -0.584351, -0.957349], [1.688364, 2.313191, -1.130591], [-1.482410, 0.994614, 1.889311], [-0.068901, 2.277833, -0.875801], [-1.449144, 0.800569, 0.888446], [0.418363, -0.461183, 2.452917], [0.005711, -1.057229, 1.638456]],
  "forces_ev_per_angstrom": [[2.0567, 1.6144, -0.4920], [0.1537, -0.0108, -0.0263], [-0.1851, -0.5997, 1.0836], [0.1033, -0.0016, 0.0502], [-0.3594, -0.1362, 0.0699], [-1.0841, 0.3584, 0.0526], [0.1786, 0.3004, -0.7675], [-1.6917, -1.1550, 0.3929], [-0.4310, 0.1517, 0.1290], [1.4372, 0.9140, 0.3883], [-0.0595, -0.0583, 0.0941], [0.2315, -0.4567, -0.0356], [-0.0997, -0.2092, -0.0679], [-0.2493, -0.3016, -0.2132], [0.0256, -0.1030, 0.0821], [0.2381, 0.1304, -0.2944], [-0.0099, 0.1193, -0.1572], [-0.2549, -0.5564, -0.2887]]
}

---

3.
{
  "formula": "C4H6O2",
  "method": "wB97M-V/def2-TZVPD",
  "homo_energy_ev": -9.11,
  "gap_ev": 9.818,
  "charge": 0,
  "symbols": ["H", "H", "H", "H", "O", "C", "C", "H", "H", "C", "C", "O"],
  "xyz": [[0.877204, -0.548185, 1.614806], [-0.996314, 0.641365, 0.511161], [-0.835440, -1.935899, 0.630034], [0.981422, 1.881336, 0.528284], [-0.790508, 1.740797, -1.868990], [-0.397584, 1.157702, -0.937128], [-0.441131, -1.185667, -0.061788], [1.700768, -0.661585, 0.053602], [-0.161311, -1.680405, -0.999243], [0.336969, 1.050427, 0.255215], [0.757110, -0.389304, 0.537620], [-1.440541, -0.211989, -0.326572]],
  "forces_ev_per_angstrom": [[-0.0289, 0.0179, -0.1574], [-0.1293, -0.1226, -0.1342], [0.0766, 0.0979, -0.0860], [-0.1044, -0.1069, -0.0741], [0.2711, -0.5140, 0.7048], [-0.1430, 0.5580, -0.3928], [0.0566, -0.1322, -0.0086], [-0.1591, 0.0431, 0.0645], [-0.0258, 0.0644, 0.1179], [0.2462, 0.1254, -0.1615], [0.0074, -0.0445, 0.0727], [-0.0675, 0.0136, 0.0546]]
}

---

4.
{
  "formula": "C6H7N",
  "method": "wB97M-V/def2-TZVPD",
  "homo_energy_ev": [-8.12, -8.12],
  "gap_ev": [7.764, 7.763],
  "charge": 0,
  "symbols": ["N", "C", "H", "C", "C", "C", "C", "H", "H", "H", "C", "H", "H", "H"],
  "xyz": [[-2.948296, 0.603963, 0.182177], [0.199104, -1.136768, 0.365849], [0.229216, 2.085515, 0.017401], [-0.032840, 1.064591, -0.034506], [2.337962, 0.140375, -0.012877], [-1.258335, -1.239985, -0.077170], [0.821092, 0.039509, -0.021683], [-1.265805, -1.546663, -1.187365], [2.916864, 0.394253, -0.984893], [2.665354, -0.794143, 0.330059], [-1.894826, 0.047448, 0.028213], [-2.944782, 1.637583, 0.119059], [-1.498458, -2.007296, 0.512136], [2.673752, 0.711618, 0.763594]],
  "forces_ev_per_angstrom": [[-2.1850, 1.3434, -0.0529], [-0.1676, -1.2967, -0.1559], [0.0731, 1.2223, 0.2638], [-3.2691, -2.2263, -0.4259], [-0.2014, -0.6986, -2.7832], [2.5042, 1.3252, -3.0014], [1.2602, 1.3437, -0.7504], [0.0930, 0.2103, 1.5384], [-1.4215, -0.2744, 1.5023], [0.6291, -1.7624, -0.0708], [4.4843, 2.2749, -0.2168], [0.0491, -0.9701, 0.3125], [-2.6166, -2.8622, 2.0480], [0.7681, 2.3710, 1.7923]]
}

---

5.
{
  "formula": "C4H3I",
  "method": "wB97M-V/def2-TZVPD",
  "homo_energy_ev": -9.57,
  "gap_ev": 9.032,
  "charge": 0,
  "symbols": ["C", "C", "C", "H", "C", "H", "I", "H"],
  "xyz": [[0.622574, 0.097004, -0.474928], [-0.437620, -0.617284, 0.222669], [-0.683727, -0.111458, -1.153295], [0.158049, 1.189937, 1.458877], [0.467925, 0.261781, 0.979157], [-1.364776, 0.724453, -1.332626], [1.932682, -0.685248, 2.236446], [-0.695107, -0.859185, -1.936300]],
  "forces_ev_per_angstrom": [[-1.7484, -1.2027, 1.2446], [1.8304, 1.2084, -1.1120], [-0.1048, 0.1262, -0.0323], [0.0609, -0.0143, 0.0768], [0.0955, -0.2217, -0.0808], [-0.0193, -0.0135, -0.0423], [-0.1825, 0.1505, -0.1242], [0.0682, -0.0328, 0.0702]]
}

---

6.
{
  "formula": "C14H16F5PdS4",
  "method": "wB97M-V/def2-TZVPD",
  "homo_energy_ev": -3.45,
  "gap_ev": 5.978,
  "charge": -1,
  "symbols": ["C", "F", "C", "H", "H", "H", "F", "C", "H", "H", "C", "C", "C", "S", "S", "Pd", "H", "C", "H", "C", "C", "H", "C", "C", "F", "H", "C", "H", "H", "F", "H", "H", "F", "C", "H", "C", "S", "H", "S", "H"],
  "xyz": [[2.810620, 2.181281, 0.157420], [-1.783267, 1.887521, -1.814404], [2.880778, -1.957799, 0.513775], [3.760577, -2.566898, 0.307448], [3.251703, 2.890966, -0.543823], [3.450376, 2.167149, 1.043843], [-0.503217, -2.515963, -3.073638], [-1.976211, 0.686507, -2.438939], [0.740962, 2.331938, -0.352292], [2.225787, -2.007111, -0.361834], [-0.987827, 1.564487, 1.463203], [-0.242042, -1.465517, 2.913867], [-1.007056, -0.295188, -2.380097], [2.923224, 0.548996, -0.657300], [0.741378, 1.787992, 1.964618], [0.818011, 0.019939, -1.460394], [-0.284902, -2.727147, 1.171771], [-3.470356, -0.613867, -3.763034], [-1.471747, 1.324115, 3.563695], [-2.540484, -1.636340, -3.737852], [0.367424, -1.978101, 1.619715], [-1.396378, 2.549526, 1.228616], [-1.800590, 0.942110, 2.594518], [3.236827, -0.503396, 0.807445], [-4.090856, 1.565847, -3.122221], [2.598745, -0.122131, 1.598623], [-1.351152, -1.452351, -3.052949], [4.279283, -0.409129, 1.119077], [-0.324054, -2.272401, 3.644506], [-2.819032, -2.789068, -4.382085], [-1.018624, 0.954172, 0.557958], [-2.845225, 1.236609, 2.475965], [-4.638057, -0.765302, -4.418057], [1.385644, 2.616959, 0.484773], [1.346744, 3.699497, 0.629717], [-3.184554, 0.565130, -3.102826], [-1.937703, -0.862779, 2.659115], [0.479322, -1.165956, 0.892405], [2.005030, -2.734059, 1.891471], [0.370899, -0.680235, 3.358205]],
  "forces_ev_per_angstrom": [[0.0138, -0.0403, 0.0143], [-0.0029, -0.0127, -0.0031], [-0.0250, -0.0191, -0.1014], [0.0175, 0.0256, 0.0221], [-0.0299, 0.0070, -0.0317], [-0.0035, 0.0095, -0.0180], [0.0050, 0.0163, -0.0058], [-0.0034, 0.0378, 0.0043], [-0.0053, 0.0228, -0.0082], [0.0228, -0.0319, -0.0019], [-0.0426, -0.0188, 0.0083], [-0.0046, -0.0171, 0.0101], [-0.0953, 0.0013, 0.0400], [-0.3670, -0.0827, 0.0680], [-0.0073, -0.0060, -0.0036], [0.4364, 0.0956, -0.0908], [-0.0297, 0.0447, -0.0393], [0.0093, -0.0085, 0.0024], [0.0088, -0.0166, 0.0076], [-0.0161, 0.0053, 0.0038], [0.0081, 0.0106, 0.0397], [-0.0047, -0.0136, -0.0173], [0.0100, -0.0008, -0.0133], [0.0442, 0.1031, -0.0095], [0.0012, 0.0028, 0.0029], [-0.0203, -0.0020, 0.0412], [0.0038, -0.0271, 0.0181], [-0.0092, 0.0415, -0.0149], [0.0311, -0.0028, 0.0145], [0.0033, -0.0042, 0.0046], [0.0314, -0.0095, -0.0171], [0.0038, 0.0277, 0.0120], [0.0005, -0.0038, -0.0072], [0.0961, -0.0510, -0.0068], [0.0098, 0.0010, 0.0078], [-0.0155, -0.0026, 0.0033], [-0.0300, 0.0046, 0.0311], [0.0043, 0.0021, 0.0097], [-0.0169, -0.0822, 0.0563], [-0.0318, -0.0059, -0.0326]]
}